<w>
Here is a structure of composition C4H6O from the OMol25 dataset. Energies are from ωB97M-V/def2-TZVPD.

Calculated values
Frontier orbital gap ... 9.370 eV
HOMO energy ... -0.316 Eh
LUMO energy ... 0.0286 Eh

Each line ends with the Löwdin charge.
Geometry (Å):
C: -1.0108 -0.4857 -0.1613  -0.045
C: -0.0971 0.2705 0.8138  -0.198
C: 1.1970 0.6873 0.1576  -0.028
O: 0.5830 1.0434 -0.9915  -0.054
C: -0.7229 0.9293 -0.3883  -0.251
H: -1.9955 -0.7006 0.2482  0.115
H: -0.5963 -1.2418 -0.8245  0.113
H: -0.3122 0.3312 1.8723  0.122
H: 2.0960 -1.6644 -0.2008  0.068
H: 2.2469 -0.9479 -0.0519  0.006
H: -1.3880 1.7785 -0.4736  0.153

---

<x>
Here is an isolated molecule of C4H6O from the OMol25 dataset. Energies are from ωB97M-V/def2-TZVPD.

Calculated values
Frontier orbital gap ... 10.100 eV
HOMO energy ... -0.366 Eh
SMILES ... C=C(C)C=O
LUMO energy ... 0.0056 Eh

Each line ends with the Löwdin charge.
Geometry (Å):
C: -0.1275 1.5009 -0.0169  0.087
C: -0.0903 0.1671 -0.0326  -0.352
C: 1.1317 -0.6933 -0.0448  -0.090
C: -1.3662 -0.5876 0.0451  -0.237
O: -2.4902 -0.1143 -0.0690  0.034
H: -1.0941 1.9993 -0.0087  0.073
H: 0.7830 2.1209 0.1202  0.084
H: 1.1091 -1.4490 -0.8390  0.077
H: 2.0691 -0.0799 -0.2815  0.099
H: 1.3069 -1.1674 0.9628  0.097
H: -1.2315 -1.6968 0.1644  0.127

---

<y>
Here is a cluster of 2 separate species, C4H6O in total from the OMol25 dataset. Energies are from ωB97M-V/def2-TZVPD.

Calculated values
Frontier orbital gap ... 8.148 eV
HOMO energy ... -0.312 Eh
LUMO energy ... -0.0128 Eh

Each line ends with the Löwdin charge.
Geometry (Å):
C: -0.8086 0.5824 0.7748  -0.333
C: -0.2723 0.2680 -0.2511  0.013
C: -1.2652 0.9636 2.1064  -0.166
C: 1.1763 -0.5777 -2.0825  -0.014
O: 1.0228 -1.9031 -1.8348  -0.013
H: -1.0565 0.0081 2.6748  0.088
H: -2.3285 0.9763 2.0438  0.040
H: -1.0294 1.9413 2.6107  0.088
H: 2.1237 -0.0482 -1.7497  0.096
H: 0.6714 -0.0240 -2.9593  0.108
H: 1.7663 -2.1866 -1.3331  0.092

---

The structure with the least stability is <y>.

---

<w>
Here is a cluster of 2 separate species, CH5ClNP in total from the OMol25 dataset. Energies are from ωB97M-V/def2-TZVPD.

Calculated values
Frontier orbital gap ... 8.570 eV
HOMO energy ... -0.342 Eh
SMILES ... [H]/P=N/C.Cl
LUMO energy ... -0.0268 Eh

Each line ends with the Löwdin charge.
Geometry (Å):
H: -0.3252 -2.4877 0.8839  -0.151
P: 0.3882 -1.7837 -0.1267  0.780
N: 0.2206 -0.3044 0.3839  -0.491
C: 1.0096 0.8576 -0.0703  -0.228
H: 0.3461 1.5109 -0.6065  0.063
H: 1.4739 1.2632 0.6960  0.004
H: 1.9037 0.6537 -0.7832  0.090
Cl: -3.1414 0.2940 -0.0985  0.239
H: -1.8755 -0.0037 -0.2786  -0.306

---

<x>
Here is a cluster of 2 separate species, CH5ClNP in total from the OMol25 dataset. Energies are from ωB97M-V/def2-TZVPD.

Calculated values
Frontier orbital gap ... 8.589 eV
HOMO energy ... -0.319 Eh
SMILES ... [H]/P=N/C.Cl
LUMO energy ... -0.0035 Eh

Each line ends with the Löwdin charge.
Geometry (Å):
H: -1.6619 2.1161 -1.4090  -0.182
P: -0.8477 1.0796 -1.0322  0.746
N: -1.6468 0.5988 0.1844  -0.492
C: -1.3858 -0.5932 0.9930  -0.258
H: -1.4182 -1.5487 0.4442  0.064
H: -0.5222 -0.3551 1.5382  0.028
H: -2.1909 -0.6891 1.8680  0.098
Cl: 4.8442 0.2673 -1.6018  0.233
H: 4.8293 -0.8757 -0.9848  -0.237

---

The structure with the least stability is <x>.

---

<w>
Here is a cluster of 2 separate species, C6H14N2O2 in total from the OMol25 dataset. Energies are from ωB97M-V/def2-TZVPD.

Calculated values
Frontier orbital gap (spin up / spin down) ... 8.008 / 8.007 eV
HOMO energy (spin up / spin down) ... -0.282 / -0.282 Eh
SMILES ... C=CC(O)(O)[C@@H](C)N.C=N
LUMO energy (spin up / spin down) ... 0.0120 / 0.0120 Eh

Each line ends with the Löwdin charge.
Geometry (Å):
C: 1.8513 0.3708 -1.0005  -0.029
C: 1.2232 -0.5664 -0.2565  -0.165
C: -0.3322 -0.3005 0.2939  -0.547
O: -0.7840 -1.5349 0.7794  -0.015
O: -1.1210 0.1565 -0.7351  0.017
C: -0.3162 0.7349 1.4465  -0.350
C: -0.1324 2.1649 0.9512  -0.049
N: -1.5596 0.5339 2.2002  0.043
H: 1.3646 0.8600 -1.8289  0.061
H: 2.8750 0.6301 -0.7921  0.051
H: 1.7537 -1.0607 0.5470  0.111
H: -1.3902 -1.3296 1.5154  0.085
H: -0.8971 -0.3436 -1.5623  0.080
H: 0.5118 0.4608 2.1079  0.149
H: 0.8290 2.2921 0.4595  0.065
H: -0.1497 2.8554 1.7948  0.075
H: -0.9407 2.4386 0.2734  0.081
H: -2.3447 0.8731 1.6529  0.092
H: -1.5357 1.0370 3.0775  0.085
C: 0.1544 -1.8834 -2.5698  -0.087
N: 0.8058 -2.1062 -1.4748  0.022
H: -0.8722 -2.2120 -2.7288  0.080
H: 0.7100 -1.4633 -3.3983  0.074
H: 0.2968 -2.6076 -0.7526  0.072

---

<x>
Here is a cluster of 2 separate species, C6H14N2O2 in total from the OMol25 dataset. Energies are from ωB97M-V/def2-TZVPD.

Calculated values
Frontier orbital gap ... 9.755 eV
HOMO energy ... -0.340 Eh
SMILES ... CNC(C)=O.CNC(C)=O
LUMO energy ... 0.0183 Eh

Each line ends with the Löwdin charge.
Geometry (Å):
C: 2.4394 -0.0943 0.4783  -0.115
N: 2.4790 1.1062 -0.3022  -0.012
C: 1.3611 1.4041 -1.0132  -0.530
C: 1.5188 2.3640 -2.2120  -0.001
O: 0.2905 0.8329 -0.8548  0.016
H: 3.3918 -0.7359 0.5430  0.111
H: 2.0263 0.1199 1.4892  0.093
H: 1.8011 -0.8612 0.0705  0.065
H: 3.4869 1.4690 -0.4737  0.189
H: 2.0208 3.2875 -1.8091  0.093
H: 0.5831 2.5774 -2.7125  0.073
H: 2.1029 1.8384 -2.9727  0.079
C: -2.4170 -0.4943 2.5264  -0.075
N: -1.8254 -0.6411 1.1955  -0.002
C: -2.1425 -1.7378 0.4893  -0.546
C: -1.5162 -1.6503 -0.8635  -0.007
O: -2.8798 -2.6278 0.9170  0.031
H: -1.9338 0.5421 2.8500  0.117
H: -3.4847 -0.3620 2.3654  0.075
H: -2.1450 -1.3283 3.2314  0.095
H: -1.2206 0.0547 0.9215  0.070
H: -0.7696 -0.9121 -0.9883  0.021
H: -0.9690 -2.5228 -1.1902  0.081
H: -2.1981 -1.6283 -1.6855  0.080

---

<y>
Here is a cluster of 2 separate species, C6H14N2O2 in total from the OMol25 dataset. Energies are from ωB97M-V/def2-TZVPD.

Calculated values
Frontier orbital gap ... 9.727 eV
HOMO energy ... -0.337 Eh
SMILES ... CNC(C)=O.CNC(C)=O
LUMO energy ... 0.0209 Eh

Each line ends with the Löwdin charge.
Geometry (Å):
C: 0.3568 -2.8875 1.4213  -0.078
N: 0.7322 -1.6968 0.7103  0.005
C: 2.0356 -1.3236 0.5945  -0.557
C: 2.2730 0.0133 -0.0518  0.001
O: 2.9400 -2.0221 1.0204  0.038
H: -0.6500 -3.1545 1.1304  0.082
H: 1.0648 -3.6719 1.1265  0.085
H: 0.4986 -2.8564 2.5048  0.085
H: 0.0538 -0.9992 0.4577  0.084
H: 1.5195 0.7701 0.1753  0.057
H: 3.2098 0.4006 0.3332  0.081
H: 2.3526 -0.0817 -1.1369  0.087
C: -1.0827 2.2166 1.0056  -0.078
N: -1.1452 2.0317 -0.4308  0.007
C: -1.5913 0.8545 -0.9340  -0.557
C: -1.6110 0.7403 -2.4241  -0.005
O: -1.8306 -0.0798 -0.1833  0.031
H: -0.4266 1.5113 1.5097  0.076
H: -0.8021 3.2286 1.2534  0.083
H: -2.0598 2.0512 1.4371  0.084
H: -0.9370 2.8505 -0.9699  0.132
H: -2.4959 1.1697 -2.9130  0.086
H: -0.7789 1.2498 -2.9231  0.082
H: -1.6254 -0.3149 -2.7135  0.089

---

<z>
Here is a cluster of 2 separate species, C6H14N2O2 in total from the OMol25 dataset. Energies are from ωB97M-V/def2-TZVPD.

Calculated values
Frontier orbital gap ... 9.749 eV
HOMO energy ... -0.339 Eh
SMILES ... CNC(C)=O.CNC(C)=O
LUMO energy ... 0.0189 Eh

Each line ends with the Löwdin charge.
Geometry (Å):
C: 2.3248 0.5773 0.6675  -0.085
N: 1.8980 -0.6441 1.3592  -0.015
C: 0.5955 -0.8918 1.7358  -0.537
C: 0.5890 -2.0409 2.7340  -0.003
O: -0.2974 -0.0700 1.6610  0.048
H: 2.0023 0.7074 -0.3152  0.039
H: 1.8915 1.5588 1.2876  0.144
H: 3.3978 0.7783 0.8196  0.077
H: 2.4996 -1.4323 1.1633  0.126
H: -0.4426 -2.4219 2.8099  0.096
H: 1.2156 -2.8170 2.3473  0.061
H: 1.1165 -1.7223 3.6037  0.079
C: -1.2366 2.4602 -0.9206  -0.082
N: -1.0037 1.0778 -1.3166  -0.013
C: -1.7553 0.4507 -2.3140  -0.511
C: -1.6080 -1.1016 -2.2936  -0.003
O: -2.3625 1.1385 -3.0963  0.053
H: -2.1391 2.5904 -0.3704  0.069
H: -0.3675 2.7894 -0.2578  0.097
H: -1.2242 3.1701 -1.7295  0.071
H: -0.6040 0.4401 -0.6333  0.078
H: -1.6124 -1.6097 -3.2465  0.064
H: -0.5579 -1.3449 -2.0168  0.075
H: -2.3192 -1.6425 -1.6782  0.074

---

The structure with the least stability is <w>.